Density functional theory data (ωB97M-V/def2-TZVPD) for a molecular structure, C8BaCl5F6NO4S2.

Summary:
* maximum force: 0.1 eV Å⁻¹
* E_HOMO: -9.2 eV
* HOMO-LUMO gap: 8.35 eV
* LUMO energy: -0.88 eV
* molar mass: 666.81 g mol⁻¹

```
27
C8BaCl5F6NO4S2, DFT ωB97M-V/def2-TZVPD
Ba -0.05445 -0.91685 -0.03354
F 2.76292 -0.50990 -3.23543
C 2.59811 0.79825 -3.44406
F 3.64223 1.44890 -2.94661
F 2.50517 1.02956 -4.74203
S 1.08525 1.38971 -2.57240
O 1.30112 0.95985 -1.18770
O 0.97668 2.78898 -2.80577
N 0.03682 0.46922 -3.31222
S -1.49571 0.39784 -2.98457
O -1.73837 0.44171 -1.54162
O -2.09585 -0.66797 -3.71423
C -2.26988 1.96353 -3.60006
F -1.90808 2.98564 -2.83917
F -3.58860 1.82145 -3.54968
F -1.89429 2.18284 -4.85205
Cl 1.85089 -3.43710 2.42065
C 0.82836 -2.33709 3.33325
C 0.11606 -1.40133 2.61350
C -0.67909 -0.56656 3.36035
Cl -1.61379 0.63638 2.44835
C -0.79796 -0.60869 4.74386
Cl -1.82410 0.47474 5.59997
C -0.05210 -1.57125 5.42492
Cl -0.15326 -1.67878 7.13933
C 0.77360 -2.45160 4.71836
Cl 1.68830 -3.64146 5.55859
```

Löwdin population analysis, charges in e, atoms 1 to 2:
1 Ba 1.91
2 F 0.14